Here is a 11-piece molecular cluster, C20H62O11S9 overall in a non-equilibrium geometry from the OMol25 dataset. Energies are from wB97M-V/def2-TZVPD.

Structure (XYZ):
```
102
Properties=species:S:1:pos:R:3:forces:R:3:mulliken_charge:R:1
C -0.88529 1.78691 -2.23175 -1.1 -0.8 -1.8 0.470
S -1.95908 1.44008 -3.74649 -0.7 -0.8 1.0 0.388
O -1.59178 0.08086 -4.30801 0.0 0.8 0.7 -0.620
C -3.55671 1.24009 -2.85141 -0.5 0.3 -0.1 -0.530
H -0.72133 0.85107 -1.69751 0.1 0.1 -0.2 -0.209
H -1.41083 2.48852 -1.58395 0.3 0.2 -0.3 -0.415
H -0.04187 2.13737 -2.82667 0.5 0.3 1.1 0.210
H -3.96105 2.20055 -2.53183 0.7 0.4 0.2 0.271
H -3.50296 0.58828 -1.97943 0.4 -0.1 -0.1 -0.149
H -4.37164 0.90476 -3.49292 0.5 -0.5 -0.5 0.479
C -3.79974 -3.36563 0.78534 0.5 0.6 0.1 -1.004
S -2.14460 -3.66865 0.04760 -1.3 -0.6 -2.0 0.859
O -2.40230 -4.89926 -0.79653 0.6 0.1 0.7 -0.765
C -2.13883 -2.31619 -1.20938 -0.2 0.4 1.2 -0.686
H -4.17341 -4.28725 1.23152 0.2 -0.2 -0.4 0.453
H -4.43845 -2.99824 -0.01789 -0.1 -0.2 0.2 0.369
H -3.71272 -2.64920 1.60219 0.0 0.3 -0.2 0.043
H -3.12116 -2.08406 -1.62079 -0.1 -0.5 0.1 0.504
H -1.46144 -2.51748 -2.03927 0.2 -0.2 0.4 0.366
H -1.84684 -1.45907 -0.60258 0.3 0.4 -0.4 -0.185
C 1.28597 -4.83201 -2.34473 -0.8 0.6 -1.0 -0.518
S 2.07397 -4.48056 -0.75560 -1.7 -0.1 0.1 0.261
O 1.58426 -3.10382 -0.30263 0.4 -1.8 -0.5 -0.272
C 1.02532 -5.77379 0.12111 1.0 0.4 0.5 -0.846
H 1.47367 -4.01782 -3.04471 0.5 0.1 0.2 -0.012
H 0.19868 -4.85254 -2.27061 -0.1 0.0 0.6 0.176
H 1.53693 -5.75739 -2.86316 0.6 -0.1 0.5 0.430
H -0.04952 -5.60108 0.06651 0.1 0.6 0.0 0.140
H 1.46114 -5.72305 1.11891 -0.6 0.1 0.3 0.283
H 1.16519 -6.81144 -0.18190 0.5 0.2 -0.6 0.450
C -0.99812 2.33269 3.51485 -1.2 -0.3 0.7 -0.838
S 0.55751 3.22648 3.17746 0.2 -0.4 0.7 0.667
O 0.68108 4.40981 4.10591 -0.3 -1.1 -0.6 -0.739
C 1.63138 1.86122 3.82826 -0.4 0.0 -0.2 -0.741
H -1.34378 1.58344 2.80264 0.9 0.0 -0.5 0.060
H -1.87105 2.98404 3.55767 0.4 0.7 0.1 0.422
H -1.01638 1.80036 4.46584 0.5 0.2 0.3 0.479
H 1.55051 1.74621 4.90916 0.1 0.7 0.1 0.460
H 2.65664 2.01145 3.49006 -0.1 0.1 0.1 0.310
H 1.27970 0.89554 3.46510 -0.1 0.1 -0.6 -0.019
C 6.74000 -0.44215 1.34840 -1.2 0.0 0.1 -0.991
S 4.90671 -0.72480 1.56273 0.1 2.7 -0.9 0.495
O 4.37826 0.68091 1.89744 0.1 -1.7 -0.4 -0.560
C 4.55364 -1.01890 -0.23659 0.0 -0.2 0.4 -0.702
H 7.11762 -1.41661 1.65813 0.8 0.3 -0.5 0.332
H 7.07041 0.39815 1.95900 -0.4 -0.4 0.7 0.359
H 6.93201 -0.04399 0.35206 0.1 -0.9 -0.3 0.303
H 4.98089 -0.23674 -0.86411 0.1 0.0 0.2 0.440
H 3.48589 -1.08345 -0.44597 -0.1 0.1 0.5 -0.143
H 4.94856 -1.99961 -0.50182 0.3 0.0 0.0 0.543
C 0.00458 -3.47586 3.08807 -0.3 0.0 0.7 -0.652
S -0.98165 -2.16022 3.89983 -1.2 -0.3 -1.5 0.374
O -1.53634 -1.36434 2.72653 0.3 0.0 0.7 -0.748
C -2.44551 -3.09218 4.48192 0.8 -1.2 0.7 -0.989
H -0.54280 -4.13562 2.41488 -0.4 0.4 0.1 0.105
H 0.44225 -4.08102 3.88199 0.3 0.1 0.0 0.566
H 0.75223 -2.93178 2.51091 0.1 -0.1 0.1 0.113
H -3.06556 -2.52781 5.17844 -0.1 0.5 -0.7 0.372
H -2.13570 -3.92655 5.11116 0.6 0.0 0.2 0.445
H -2.94744 -3.63322 3.67977 -0.2 0.8 -0.3 0.177
C -2.49023 3.91625 0.91421 -0.5 0.6 0.3 -0.382
S -2.32585 5.10433 -0.47568 -2.4 -0.8 -1.1 0.525
O -3.24938 4.50731 -1.55057 1.5 0.3 0.8 -0.662
C -3.40853 6.45365 0.10587 0.5 0.0 1.0 -1.067
H -1.77123 3.10070 0.83662 0.2 0.2 -0.1 -0.369
H -3.49566 3.49530 0.90862 -0.1 0.1 -0.5 0.315
H -2.43871 4.42995 1.87419 0.6 0.1 0.0 0.576
H -3.03440 6.87121 1.04062 0.1 -0.1 0.2 0.379
H -4.40390 6.03746 0.26122 0.1 -0.1 -0.1 0.321
H -3.44036 7.29439 -0.58714 0.1 -0.5 -0.4 0.370
C 2.37517 -1.61397 -5.96730 0.6 0.3 0.5 -0.993
S 3.07093 -1.58296 -4.23695 0.6 1.5 0.6 0.483
O 4.25034 -0.59251 -4.22402 -1.5 -1.6 -0.3 -0.658
C 1.72630 -0.59113 -3.39988 -0.6 0.8 -1.6 -0.686
H 2.79688 -2.39985 -6.59393 0.1 -0.4 0.5 0.366
H 2.76854 -0.69651 -6.40506 -0.5 0.3 0.1 0.342
H 1.28935 -1.69498 -5.91691 0.1 0.2 -0.1 0.275
H 0.79433 -1.00143 -3.01107 0.6 -1.0 0.5 0.303
H 1.25421 -0.01826 -4.19804 0.3 0.3 -0.5 0.457
H 2.14972 0.21066 -2.79495 0.4 -0.5 0.3 0.081
C 2.95806 2.80891 -0.21218 -0.5 0.3 0.5 -0.103
S 2.84900 3.61692 -1.81825 -1.4 -1.8 -1.8 0.272
O 2.25399 2.58911 -2.82884 0.9 1.9 1.8 -0.540
C 1.54553 4.85916 -1.41923 0.8 -0.1 1.0 -0.689
H 3.43365 3.56443 0.41320 0.0 -0.1 0.3 0.511
H 3.52171 1.87865 -0.14136 0.4 0.3 -0.7 -0.111
H 1.98507 2.53601 0.19636 -0.3 0.4 -0.1 -0.227
H 1.39706 5.52942 -2.26588 -0.3 -0.5 -0.1 0.400
H 1.94386 5.46697 -0.60682 0.5 0.2 -0.1 0.445
H 0.66182 4.45926 -0.92201 -0.2 -0.4 -0.8 -0.052
C 0.84177 -0.10417 0.70817 1.4 -2.2 0.0 0.417
O -0.15146 0.80394 0.67046 -1.5 2.8 0.0 0.990
H 0.76203 -0.68356 1.62798 0.3 -0.4 0.0 -0.535
H 0.75278 -0.76122 -0.15696 0.3 -0.5 0.0 0.071
H 1.85041 0.30865 0.68982 -0.1 0.5 0.0 -0.404
H -0.95511 0.45621 1.06396 -0.2 -0.2 -0.1 -0.599
C -4.34117 0.73145 1.18788 0.0 0.8 1.3 -1.038
O -3.02179 0.22567 1.02407 -0.6 0.1 -1.4 0.431
H -4.29457 1.28814 2.12385 -0.6 0.1 0.3 0.356
H -4.68993 1.47370 0.46987 0.9 -0.2 -0.6 0.264
H -5.17277 0.02978 1.25279 0.4 -0.6 0.0 0.326
H -2.84618 -0.46225 1.67024 0.0 -0.3 0.5 -0.007
```
Forces are in eV/Å.

As for the highest occupied orbital energy: -8.262 eV. The orbital gap comes out at 8.23 eV. The energy is -141774.8980 eV.